DFT (the ωB97M-V functional and the def2-TZVPD basis) results for a structure of composition C21H30HfN4O8 in a non-equilibrium geometry.

Atoms and positions in Å:
C (1.007, 1.810, 1.964)
H (-4.902, -0.696, -3.879)
H (5.632, 0.325, -2.412)
C (-2.275, -3.296, 1.756)
H (-2.527, -4.319, 2.013)
C (1.508, 2.339, -1.126)
C (-3.907, -1.045, -2.014)
H (3.367, 3.104, 2.576)
C (4.123, -0.986, -1.634)
H (-4.155, 0.285, -0.322)
C (-1.544, 0.383, -2.272)
N (-0.961, -2.966, 2.319)
C (1.027, -1.564, 2.419)
H (2.449, 2.896, 4.087)
H (0.140, -3.413, 4.073)
H (4.233, 2.385, -2.176)
C (-4.142, -0.196, -3.280)
O (-0.743, -0.553, -2.026)
C (-0.309, -3.919, 3.219)
H (0.046, 4.660, 2.865)
H (-2.239, -3.209, 0.671)
C (1.984, 0.700, 2.348)
H (4.706, -1.892, -1.719)
H (-3.229, -1.866, -2.263)
O (0.805, -1.940, -0.376)
H (-2.145, 1.932, -3.599)
H (-4.554, 0.784, -3.013)
C (-1.786, 0.903, -3.628)
Hf (0.137, -0.027, -0.248)
H (2.473, 4.451, 3.253)
H (-2.904, -0.930, -0.091)
O (1.785, 3.468, -0.817)
O (1.592, -0.488, 1.659)
O (0.317, 1.793, -1.169)
H (-2.474, -1.015, -4.375)
O (-0.988, -1.022, 1.194)
H (1.024, -1.339, 3.487)
C (-3.355, -0.262, -0.815)
C (2.454, 3.376, 3.108)
H (1.646, -2.448, 2.249)
N (1.258, 3.035, 2.336)
C (4.627, 0.255, -2.017)
C (-2.907, -0.033, -4.180)
H (1.996, 0.549, 3.428)
C (2.076, -2.220, -0.547)
H (-1.053, -4.610, 3.598)
H (0.457, -4.493, 2.694)
N (-2.355, 0.783, -1.243)
O (2.637, -3.222, -0.195)
C (2.577, 1.282, -1.396)
H (2.997, 0.948, 2.029)
H (-3.042, -2.628, 2.147)
H (-4.849, -1.495, -1.701)
H (-3.212, 0.388, -5.137)
H (-0.898, 0.832, -4.252)
C (0.373, 4.140, 1.966)
C (-0.389, -1.857, 1.941)
C (3.858, 1.412, -1.891)
H (-2.832, 1.650, -1.452)
H (-0.489, 3.756, 1.431)
H (0.913, 4.824, 1.316)
O (-0.001, 1.455, 1.295)
C (2.836, -1.033, -1.137)
N (2.109, 0.082, -1.035)

Its charge is +2. The calculated total energy comes out at -45904.204 eV. The value obtained for the HOMO energy is -15.546 eV. For the orbital gap, the calculation gives 9.550 eV. The max |F| comes out at 0.033 hartree/bohr.

Löwdin atomic charge list, values in e, 5 entries: -0.374 0.124 0.132 0.027 0.104

DFT (the ωB97M-V functional and the def2-TZVPD basis) results for an isolated molecule of C21H30N2O4.

Atoms and positions in Å:
H (3.055, -1.894, 2.830)
N (-1.246, -0.333, -1.228)
H (-8.276, -0.647, -0.482)
C (0.088, -2.354, 1.283)
H (-0.853, -2.869, 1.402)
C (-2.345, 0.954, 0.526)
H (-1.920, 0.192, -3.134)
H (5.541, 2.537, 2.332)
C (-4.849, 1.089, 0.323)
H (0.908, -3.050, 3.133)
H (-0.207, 0.801, 0.186)
H (-4.404, 0.267, -2.171)
H (6.053, 0.498, 0.947)
C (1.526, -0.940, -0.035)
C (0.311, -1.587, 0.147)
O (-4.900, 2.226, 0.715)
O (-1.071, -2.566, -1.507)
H (-7.408, 1.670, -0.079)
H (5.100, 4.047, 1.535)
C (-0.733, -1.550, -0.925)
O (-5.909, 0.288, 0.227)
C (-3.483, 0.583, -1.680)
H (-3.335, 1.644, -1.887)
C (-7.172, 0.845, 0.602)
H (1.708, -0.365, -0.928)
O (3.436, 0.981, -0.959)
H (7.399, 0.854, -1.149)
H (-2.525, 2.000, 0.780)
H (6.713, 2.798, 0.129)
C (6.431, -1.064, -1.263)
H (5.144, 2.907, -0.680)
C (5.613, 0.948, 0.050)
C (5.035, 2.964, 1.467)
H (7.004, -1.378, -2.132)
H (6.904, -1.482, -0.375)
H (3.985, 2.682, 1.507)
H (-1.064, 1.710, -1.063)
C (5.671, 2.474, 0.172)
H (-7.089, 1.254, 1.615)
C (4.156, 0.522, -0.101)
C (-1.124, 0.843, -0.400)
H (-3.706, -0.683, 0.038)
C (2.518, -1.043, 0.934)
H (5.893, 0.854, -2.075)
H (-2.623, -1.275, -2.424)
H (-7.962, -1.060, 1.205)
C (6.382, 0.457, -1.184)
H (-9.188, 0.153, 0.807)
C (2.283, -1.807, 2.077)
H (5.429, -1.479, -1.349)
C (-8.219, -0.250, 0.528)
N (3.762, -0.417, 0.808)
H (-2.161, 0.407, 1.452)
C (1.076, -2.456, 2.246)
H (4.434, -0.682, 1.515)
C (-3.594, 0.387, -0.161)
C (-2.310, -0.249, -2.210)

The calculated total energy comes out at -33436.056 eV. The value obtained for the HOMO energy is -8.696 eV. As for the energy above the lowest of the compared OMol25 structures with the same formula, charge and spin: 4.1 kcal per mole. For the orbital gap, the calculation gives 9.330 eV. The max |F| comes out at 0.013 hartree/bohr.

Löwdin atomic charge list, values in e, 5 entries: 0.109 -0.049 0.077 -0.024 0.119

DFT (the ωB97M-V functional and the def2-TZVPD basis) results for a structure of composition C21H30N5NaO2SSe2.

Atoms and positions in Å:
H (0.590, 3.375, 5.766)
H (5.338, -1.157, 0.569)
C (2.726, 1.006, -1.102)
H (-1.140, -2.049, 1.528)
H (6.765, 1.809, -0.643)
C (-2.697, -2.460, -1.875)
H (-4.866, 1.319, -2.481)
H (-2.175, -1.540, -1.625)
H (-2.690, -3.553, 0.773)
C (1.761, 3.393, 3.934)
H (1.741, 3.910, 2.976)
C (6.500, 0.801, -0.970)
C (-1.951, -3.641, -1.239)
Na (-0.005, -0.596, -0.319)
H (-0.903, -0.023, -3.391)
H (-3.058, 3.263, 1.200)
N (-1.103, 1.125, -1.709)
H (6.750, 0.726, -2.030)
S (0.684, -0.271, 2.801)
N (-0.244, 1.731, 0.764)
H (-3.942, 2.403, -0.461)
Se (-4.623, -2.214, -1.424)
C (-1.730, -3.463, 0.261)
H (-1.062, -4.263, 0.614)
H (1.820, 1.361, 4.454)
H (-2.612, -2.578, -2.959)
H (-0.149, -4.768, -1.505)
C (4.619, -0.515, 0.076)
C (-3.801, 1.300, -2.292)
H (-1.550, 3.573, 2.075)
C (4.059, 1.303, -1.339)
C (0.920, 1.435, 2.681)
H (-0.353, 3.579, 4.286)
O (-3.856, -5.139, -0.537)
N (2.329, 0.007, -0.327)
N (0.402, 2.300, 1.853)
C (-2.776, -4.944, -1.425)
Se (0.744, -2.551, -2.353)
H (-3.315, 0.080, -4.000)
C (-2.948, 0.616, -3.137)
O (-1.146, -2.200, 0.577)
H (-1.874, 4.380, 0.534)
H (-0.954, -4.307, -2.996)
H (4.320, 2.131, -1.987)
N (1.759, 1.976, 3.658)
H (0.586, 4.933, 4.933)
H (1.933, 1.594, -1.551)
H (-4.427, -4.344, -0.661)
C (3.260, -0.737, 0.250)
C (-3.285, 1.908, -1.159)
C (-1.317, 2.309, 0.379)
H (-3.133, -4.944, -2.465)
C (0.578, 3.850, 4.783)
C (-1.604, 0.558, -2.801)
H (2.707, 3.645, 4.428)
H (7.127, 0.095, -0.426)
C (-1.990, 3.447, 1.090)
H (-2.115, -5.809, -1.300)
C (-0.642, -3.936, -2.015)
C (5.042, 0.525, -0.739)
H (2.899, -1.539, 0.880)
C (-1.926, 1.775, -0.882)

Its charge is -2. The calculated total energy comes out at -179755.878 eV. The value obtained for the HOMO energy is -0.784 eV. As for the energy above the lowest of the compared OMol25 structures with the same formula, charge and spin: 14.8 kcal per mole. For the orbital gap, the calculation gives 4.642 eV. The max |F| comes out at 0.011 hartree/bohr.

Löwdin atomic charge list, values in e, 5 entries: 0.061 0.102 -0.119 0.048 0.074